No. 1
Computed, not measured: 2 unconnected molecules or ions with the total composition C2H2Cl3OP at a distorted geometry, with ωB97M-V with the def2-TZVPD basis set.

Geometry (Å):
Cl: 0.442 -1.457 -2.673
Cl: -1.632 3.396 -2.583
Cl: -3.587 0.988 -3.341
P: -1.600 1.452 -3.228
O: -1.030 1.414 -4.577
C: 0.012 -0.509 -1.440
C: 0.077 -0.230 -0.181
H: 0.610 -0.865 0.518
H: -0.407 0.633 0.249

Its net charge is 0. The gap between HOMO and LUMO (spin up / spin down) is 8.44 / 6.40 eV. Its multiplicity is 1. As for the highest occupied orbital energy (spin up / spin down): -9.586 / -8.995 eV.

---

No. 2
Computed, not measured: a single C2H2Cl3P molecule at a distorted geometry, with ωB97M-V with the def2-TZVPD basis set.

Geometry (Å):
Cl: 0.211 -1.462 3.168
Cl: 3.171 1.838 2.863
Cl: 2.842 -0.144 0.288
P: 1.374 1.733 2.039
C: 1.441 0.174 1.301
C: 0.318 -0.746 1.739
H: 0.240 -1.536 1.071
H: -0.641 -0.153 1.562

Its net charge is 0. The gap between HOMO and LUMO (spin up / spin down) is 7.31 / 7.39 eV. Its multiplicity is 1. As for the highest occupied orbital energy (spin up / spin down): -8.599 / -8.701 eV. The structure (SMILES) is ClC/C(Cl)=P/Cl.

---

No. 3
Computed, not measured: 2 unconnected molecules or ions with the total composition C2H2Cl4Si at a distorted geometry, with ωB97M-V with the def2-TZVPD basis set.

Geometry (Å):
Cl: 1.977 -0.662 -1.898
Cl: 3.622 1.160 0.301
Cl: -2.282 2.134 0.201
Cl: 2.190 -1.735 1.159
Si: 2.022 -0.013 0.026
C: -2.829 -0.613 -0.213
C: -2.743 0.587 -0.076
H: -2.931 -1.653 -0.156
H: 0.973 0.795 0.656

Its net charge is 0. The gap between HOMO and LUMO is 10.82 eV. Its multiplicity is 1. As for the highest occupied orbital energy: -10.315 eV. The structure (SMILES) is Cl[SiH](Cl)Cl.C#CCl.

---

No. 4
Computed, not measured: a molecular structure, C2H2Cl5P at a distorted geometry, with ωB97M-V with the def2-TZVPD basis set.

Geometry (Å):
Cl: 2.053 -1.840 1.652
Cl: 0.888 1.018 2.803
Cl: -1.703 -0.635 -1.269
Cl: -0.194 -3.044 -0.812
Cl: 1.310 1.222 -0.179
P: -0.351 -0.974 1.379
C: -0.273 -1.320 -0.429
C: 0.198 0.855 1.112
H: 0.687 -0.772 -0.854
H: -0.608 1.635 1.126

Its net charge is 0. The gap between HOMO and LUMO is 8.71 eV. Its multiplicity is 1. As for the highest occupied orbital energy: -10.586 eV.